No. 1
C31H22F9N7OOsSTe | the ωB97M-V functional and the def2-TZVPD basis

Calculated values
- HOMO-LUMO gap (alpha / beta) (eV) = 6.822 / 5.518
- charge = +2
- expectation value of S² = 6.076
- spin multiplicity = 5
- HOMO level (alpha / beta) (eV) = -13.0 / -13.5

Last column: Löwdin spin population.
Geometry (Å):
Os: 0.58141 -0.45114 0.64807  2.185
C: 1.21551 -2.13614 -3.46096  0.110
C: 0.58440 -1.39724 -2.36400  0.034
N: 1.26403 -1.38046 -1.11351  0.275
C: 2.37586 -2.11500 -0.97046  0.037
C: 3.02966 -2.78337 -2.02592  0.132
C: 2.40432 -2.74820 -3.31330  0.000
C: 4.22294 -3.49826 -1.76000  -0.022
C: 4.72242 -3.59803 -0.49719  0.133
C: 4.03668 -3.00176 0.60962  0.012
C: 4.45469 -3.11855 1.95109  0.033
C: 3.71344 -2.53489 2.94736  -0.007
C: 2.54674 -1.83816 2.61989  0.030
N: 2.13474 -1.72008 1.36424  0.037
C: 2.87581 -2.27283 0.36588  0.053
H: 0.66467 -2.20255 -4.39032  0.004
H: -0.46066 -1.68758 -2.21945  0.029
H: 2.85553 -3.28796 -4.13575  -0.002
H: 4.73070 -3.97966 -2.58552  -0.003
H: 5.63475 -4.14822 -0.30850  0.006
H: 5.35552 -3.67243 2.18384  0.001
H: 4.00680 -2.61198 3.98421  -0.001
H: 1.92357 -1.37186 3.37144  0.001
S: 1.21021 2.71692 1.81072  0.039
C: 0.29877 3.91555 2.69163  0.005
N: -1.00218 3.92924 2.86338  -0.001
C: -1.40525 5.03443 3.75126  0.000
C: -0.10338 5.85184 3.85731  0.001
N: 0.89722 4.91058 3.31781  0.003
H: -1.58915 3.13899 2.64580  0.000
H: -1.71886 4.62785 4.71222  0.000
H: -2.22110 5.60183 3.31258  0.000
H: 0.13697 6.13154 4.87850  0.000
H: -0.12685 6.73697 3.22356  0.000
H: 1.82293 5.20970 3.05098  0.000
C: -0.53868 0.19461 -4.96505  0.011
Te: 0.07360 0.73077 -3.00037  0.141
C: -1.95018 0.31038 -2.52350  0.006
C: -2.37677 -0.70982 -3.54885  0.001
C: -3.43553 -1.57891 -3.31515  0.001
C: -3.81666 -2.48320 -4.29574  0.000
C: -3.14000 -2.52602 -5.50573  0.000
C: -2.07655 -1.66616 -5.74091  0.000
C: -1.69289 -0.75654 -4.76343  0.001
H: 0.29809 -0.22024 -5.52539  0.001
H: -0.83896 1.13044 -5.44286  0.003
H: -2.48459 1.25484 -2.60981  0.002
H: -1.99494 -0.03170 -1.48976  0.001
H: -3.96601 -1.54622 -2.37132  0.000
H: -4.64094 -3.15877 -4.11233  0.000
H: -3.43661 -3.23451 -6.26702  0.000
H: -1.54809 -1.70147 -6.68594  0.000
N: 0.03441 1.21514 -0.08071  0.254
C: 0.20752 2.44963 0.29691  0.065
C: -0.17265 3.60420 -0.39389  0.087
C: -0.81776 3.47368 -1.64605  0.025
N: -1.29664 3.27727 -2.67876  0.054
C: 0.13324 4.90596 0.08183  0.012
N: 0.34325 5.95553 0.50750  0.045
F: -2.47218 -2.55377 3.35087  0.002
C: -1.25615 -2.08261 3.13577  0.005
F: -0.81979 -2.59959 1.95786  0.028
F: -0.43742 -2.53620 4.08372  0.001
C: -1.18951 -0.52418 3.05406  0.010
O: 0.02916 -0.13193 2.54973  0.083
C: -2.36174 -0.01902 2.16146  0.004
F: -3.55293 -0.18455 2.70424  0.001
F: -2.21698 1.28732 1.86201  0.002
F: -2.34084 -0.67641 0.97687  0.027
C: -1.31041 0.07129 4.48652  0.000
F: -2.30613 -0.47807 5.16934  0.000
F: -1.52647 1.39831 4.41419  0.000
F: -0.17710 -0.10857 5.15317  0.000

Atoms 1-2, force components in eV/Å:
0.0303 0.0756 -0.1220
0.0276 0.0020 -0.0094

No. 2
C31H23Br2Cl56F7O10P | the ωB97M-V functional and the def2-TZVPD basis

Calculated values
- HOMO-LUMO gap (eV) = 7.820
- charge = -1
- HOMO level (eV) = -6.8

Last column: Löwdin charge in e.
Geometry (Å):
C: 3.76925 -1.45153 0.98476  -0.103
C: 3.69562 -0.20727 0.10435  -0.279
O: 3.01075 0.91045 0.61657  -0.104
C: 1.67970 0.91224 1.09262  -0.412
C: 1.68549 0.41788 2.56334  -0.036
O: 2.82093 1.03255 3.20582  0.083
C: 3.22931 0.47677 4.34403  -0.695
F: 4.20786 -0.44772 4.14237  0.111
F: 2.25390 -0.15221 5.03602  0.147
F: 3.75147 1.41722 5.14229  0.165
O: 1.37246 2.27144 1.23487  -0.153
P: 0.52653 3.01485 -0.01761  0.559
O: -0.46703 3.68411 -1.25778  -0.230
F: -0.88319 2.97513 0.94316  -0.236
C: 2.01674 3.06831 -1.24759  -0.170
C: 3.23486 3.90964 -1.05581  -0.784
O: 3.64614 4.68060 -1.84987  0.024
Br: 4.35715 3.70792 0.56278  0.705
C: 0.85673 4.72540 0.71811  -0.262
C: 0.49838 5.83848 -0.19242  -0.830
O: 1.13115 6.30603 -1.07054  0.050
Br: -1.27289 6.67214 0.21015  0.631
O: 0.12197 1.44329 -0.61503  -0.207
C: 0.51637 0.34019 0.21754  -0.333
C: 0.86174 -0.78336 -0.77524  -0.050
C: -0.26110 -1.65051 -1.30839  -0.154
O: -0.83047 -1.03077 -2.48545  -0.018
C: -1.98112 -1.56142 -2.89712  -0.353
O: -2.39194 -2.65320 -2.60150  0.067
C: -0.72695 0.09318 1.10834  -0.067
C: -2.04964 0.24026 0.36190  -0.144
O: -2.95611 -0.81547 0.79433  -0.139
C: -4.14867 -0.28673 1.30962  -0.097
C: -5.17019 -1.40121 1.54955  -0.578
F: -4.71329 -2.61633 1.23553  0.111
F: -6.29260 -1.19416 0.82065  0.073
F: -5.56238 -1.43664 2.84177  0.123
H: 4.42262 -1.29269 1.83762  0.028
H: 2.79014 -1.81220 1.29819  0.062
H: 4.20512 -2.25295 0.38001  0.082
H: 3.37347 -0.51087 -0.89732  0.034
H: 4.72691 0.12979 -0.04336  0.123
H: 1.76146 -0.66764 2.63471  0.130
H: 0.80276 0.76942 3.08291  0.134
H: -0.85095 2.93389 -1.72560  0.056
H: 2.35828 2.04139 -1.37573  0.041
H: 1.62478 3.38681 -2.21179  0.102
H: 1.87279 4.82735 1.08859  0.016
H: 0.20080 4.80569 1.58377  0.065
H: 1.58360 -1.46808 -0.32503  0.105
H: 1.38657 -0.31381 -1.60901  0.114
H: 0.15265 -2.61129 -1.62536  0.124
H: -1.04803 -1.87067 -0.58815  0.078
H: -2.53320 -0.87838 -3.55415  0.147
H: -0.73199 0.85821 1.87833  0.108
H: -0.68969 -0.90444 1.55975  0.136
H: -2.51181 1.19648 0.60100  0.119
H: -1.96490 0.16078 -0.71606  0.114
H: -3.94554 0.20844 2.26441  0.146
H: -4.61529 0.41373 0.61042  0.141
C: -2.51352 -5.94264 0.64914  -2.018
Cl: -1.67734 -7.15134 -0.33206  0.491
Cl: -2.50094 -6.45833 2.35286  0.504
Cl: -1.69932 -4.38963 0.51303  0.587
Cl: -4.17366 -5.78623 0.08755  0.525
C: 4.09247 0.08587 -4.74176  -2.041
Cl: 2.78036 -1.02426 -5.16028  0.521
Cl: 4.02557 1.50153 -5.79109  0.537
Cl: 3.91541 0.58329 -3.06077  0.621
Cl: 5.64527 -0.73578 -4.95472  0.517
C: -5.23951 7.90657 -0.27235  -2.045
Cl: -4.30232 7.90924 -1.76303  0.489
Cl: -4.14556 7.71287 1.09286  0.477
Cl: -6.12776 9.43322 -0.12161  0.508
Cl: -6.39220 6.56432 -0.30452  0.515
C: 3.86920 7.62440 2.80411  -2.028
Cl: 3.84415 9.30947 3.36020  0.501
Cl: 4.52079 6.60255 4.09714  0.513
Cl: 2.23466 7.10019 2.43331  0.610
Cl: 4.89542 7.47023 1.38190  0.515
C: 5.06203 -5.27136 3.00256  -2.033
Cl: 4.84444 -3.53698 3.19984  0.593
Cl: 5.85256 -5.94952 4.43121  0.527
Cl: 3.49877 -6.05180 2.77390  0.515
Cl: 6.09450 -5.54860 1.58284  0.497
C: 8.31300 2.70456 2.10789  -2.060
Cl: 9.88955 3.39090 2.53535  0.506
Cl: 8.28384 0.99224 2.55333  0.510
Cl: 7.04480 3.55777 2.98280  0.505
Cl: 8.05518 2.86428 0.37305  0.515
C: -6.19335 -9.61389 -0.24830  -2.046
Cl: -7.17319 -8.18338 -0.59076  0.520
Cl: -7.18347 -10.81813 0.58971  0.518
Cl: -5.59927 -10.29921 -1.76490  0.526
Cl: -4.82698 -9.16894 0.76589  0.481
C: -4.19170 7.04513 -5.68644  -2.047
Cl: -5.08046 8.57097 -5.76339  0.492
Cl: -5.24046 5.78995 -5.02142  0.526
Cl: -3.67765 6.56769 -7.31414  0.506
Cl: -2.77705 7.24001 -4.65947  0.535
C: -4.43642 11.40016 -8.94719  -2.055
Cl: -2.91880 12.27028 -8.70730  0.525
Cl: -4.18776 9.68308 -8.65582  0.491
Cl: -5.64912 12.01414 -7.81403  0.515
Cl: -5.00421 11.65450 -10.60343  0.515
C: -1.55430 -11.29596 1.74252  -2.024
Cl: -1.78930 -9.55961 1.98653  0.467
Cl: -0.76200 -11.98351 3.16276  0.508
Cl: -3.09727 -12.11581 1.49722  0.516
Cl: -0.53870 -11.52985 0.31470  0.522
C: -9.08179 -3.22262 -0.12338  -2.058
Cl: -10.24760 -4.41798 -0.71237  0.510
Cl: -9.16155 -1.77883 -1.13613  0.532
Cl: -9.47481 -2.79399 1.54405  0.531
Cl: -7.45842 -3.89979 -0.18881  0.540
C: -2.14071 -14.72379 5.74196  -2.065
Cl: -3.12226 -13.31059 5.35649  0.509
Cl: -3.13664 -15.92709 6.56946  0.519
Cl: -1.49361 -15.42532 4.25651  0.513
Cl: -0.80572 -14.24086 6.79391  0.520
C: 6.99271 11.24560 -0.23789  -2.057
Cl: 5.75182 10.58746 0.82155  0.497
Cl: 7.21263 12.97223 0.09244  0.506
Cl: 8.51944 10.40029 0.04760  0.516
Cl: 6.51059 11.03044 -1.92284  0.525
C: 2.62450 -7.44116 -1.38263  -2.043
Cl: 1.52913 -6.10550 -1.74325  0.520
Cl: 1.73817 -8.73276 -0.56156  0.500
Cl: 3.30307 -8.07264 -2.88961  0.524
Cl: 3.92521 -6.87629 -0.33521  0.482

Atoms 1-2, force components in eV/Å:
0.0949 0.0310 -0.4221
0.4861 -0.6161 -0.0526

No. 3
C31H23BrCeF6N3O4Sb | the ωB97M-V functional and the def2-TZVPD basis

Calculated values
- HOMO-LUMO gap (alpha / beta) (eV) = 8.248 / 8.273
- charge = +1
- expectation value of S² = 0.751
- spin multiplicity = 2
- HOMO level (alpha / beta) (eV) = -11.6 / -11.6

Last column: Löwdin spin population.
Geometry (Å):
Ce: -0.85315 -3.51281 22.21838  1.014
C: 2.27426 -7.75051 24.90774  0.000
C: 0.93843 -7.35982 24.26674  0.000
C: -0.24369 -7.97746 24.00321  0.000
C: -1.11213 -7.02669 23.41750  0.000
N: -0.48518 -5.85528 23.30504  -0.002
N: 0.77926 -6.08698 23.85039  0.000
C: -2.49280 -7.24723 22.92997  0.000
H: 2.88311 -6.90094 25.30257  0.000
H: 3.05128 -8.02850 24.19123  0.000
H: 2.20727 -8.37303 25.79505  0.000
H: -0.57870 -8.97988 24.25991  0.000
H: 1.47134 -5.38396 23.77066  0.000
H: -2.92236 -8.11936 23.36873  0.000
H: -2.43557 -7.43396 21.82569  0.000
H: -3.05746 -6.36217 22.99368  0.000
F: 1.72762 -4.00247 26.45745  0.000
C: 0.76062 -3.06079 26.31344  0.000
F: -0.09381 -3.15990 27.35482  0.000
F: 1.33740 -1.86184 26.34179  0.000
C: 0.01976 -3.15896 25.00324  0.000
O: -1.20112 -3.01924 24.86886  -0.002
O: 0.75463 -3.30430 23.94796  -0.003
F: 6.68956 -1.07283 23.80427  0.000
C: 5.48704 -0.80117 23.34358  0.000
C: 4.40254 -0.68449 24.20667  0.000
C: 3.18288 -0.28346 23.64222  0.000
C: 3.02328 -0.06527 22.28418  0.000
C: 4.10158 -0.26379 21.45685  0.000
C: 5.33506 -0.65420 21.97117  0.000
Sb: 0.89820 0.04149 21.75001  0.000
C: 0.99742 -1.80056 20.72240  -0.001
C: -0.03171 -2.08807 19.79321  -0.001
C: -0.12710 -3.28441 19.17290  -0.001
C: 0.76939 -4.31200 19.55274  0.000
F: 0.60892 -5.53408 19.06830  0.000
C: 1.77119 -4.10206 20.46385  0.000
C: 1.92388 -2.79692 21.00707  0.000
C: 0.75508 1.31749 20.06481  0.000
C: 1.26202 0.93260 18.79595  0.000
C: 0.99976 1.65997 17.63585  0.000
C: 0.23333 2.81697 17.87433  0.000
F: -0.04910 3.57818 16.79886  0.000
C: -0.23012 3.29286 19.10774  0.000
C: -0.00186 2.50136 20.22860  0.000
H: 4.53001 -0.90878 25.28120  0.000
H: 2.30512 -0.41392 24.27589  0.000
H: 4.07515 -0.24680 20.37502  0.000
H: 6.18556 -0.67780 21.35422  0.000
H: -0.72378 -1.26881 19.59099  0.000
H: -0.85469 -3.51277 18.45986  0.000
H: 2.42793 -4.90942 20.76396  0.000
H: 2.70862 -2.63864 21.76496  0.000
H: 1.83380 0.02959 18.75804  0.000
H: 1.41559 1.38267 16.70313  0.000
H: -0.69835 4.27109 19.06959  0.000
H: -0.29761 2.82077 21.21179  0.000
Br: -6.87881 -5.16445 17.20543  0.000
C: -6.16059 -4.03284 18.61597  0.000
C: -6.82333 -2.83519 18.80483  0.000
N: -6.57751 -2.06512 19.78051  0.000
C: -5.46664 -2.27317 20.48134  0.000
C: -4.69714 -3.42272 20.33315  0.000
C: -5.09962 -4.38208 19.42336  0.000
C: -3.40739 -3.51728 21.05340  0.000
O: -2.92407 -2.49524 21.67428  -0.004
O: -2.73019 -4.56540 21.04543  -0.002
H: -7.68921 -2.59322 18.13142  0.000
H: -5.11343 -1.58796 21.21943  0.000
H: -4.53618 -5.30096 19.31965  0.000

Atoms 1-2, force components in eV/Å:
-0.4265 -0.1805 0.6959
0.6742 1.3908 0.0452

ΔE to the lowest compared entry with this formula, charge and spin for the records above, in order: 53.1, 0.0, 0.0 kJ/mol
Total energy for the records above, in order: -90019.734, -922647.353, -150991.264 eV